Entry 1:
C39H93N2O8S2 | ωB97M-V/def2-TZVPD

```
144
Properties=species:S:1:pos:R:3:forces:R:3
H -5.022 0.147 4.189 -0.007 -0.003 0.030
H 3.344 -4.715 -0.555 0.050 -0.015 -0.009
H -3.882 -2.217 5.589 -0.023 -0.024 0.007
H -4.398 -1.105 -1.764 -0.197 0.184 -0.039
H 5.712 -5.117 2.169 -0.007 -0.110 -0.095
H -5.111 8.731 0.022 -0.022 0.020 -0.031
H 5.978 -3.828 -1.225 0.023 0.140 -0.028
H -4.072 -0.661 0.714 0.094 -0.182 0.099
C -2.790 -4.387 -0.179 -0.290 -0.160 0.019
S -2.370 -1.685 -3.260 -0.070 -0.190 0.059
C 5.081 -3.411 -0.759 0.041 -0.207 0.145
H 0.094 -2.818 -1.446 0.019 0.040 -0.056
H 8.304 2.082 1.240 0.013 -0.030 -0.032
H -2.662 0.717 -3.023 -0.089 -0.112 -0.089
H 5.729 2.282 -6.715 0.019 -0.006 0.009
H 4.991 1.067 -7.762 0.018 -0.033 -0.004
H -6.254 -2.323 4.780 -0.011 -0.007 -0.013
H 2.806 1.683 0.876 -0.054 0.007 -0.103
N -2.573 -1.962 -0.010 0.239 -0.168 0.446
C -1.546 -2.040 1.066 -0.052 -0.049 0.516
H 8.031 -5.547 1.340 0.026 0.035 0.005
H 2.914 -0.529 -3.113 -0.058 -0.032 -0.130
H -2.341 4.909 -1.064 -0.006 0.022 0.006
C -0.646 3.580 -1.143 -0.055 -0.122 0.101
H -4.494 4.454 0.781 -0.032 0.015 0.026
H -4.366 0.611 -1.358 0.035 0.000 0.067
O -1.374 5.009 0.703 -0.086 -0.119 0.001
H 4.676 1.277 2.140 0.106 -0.140 0.006
C 5.510 1.219 -6.812 -0.041 0.077 0.006
C 7.471 1.403 1.056 -0.153 -0.134 -0.059
C -4.954 7.831 -0.573 -0.015 -0.023 0.057
H 1.466 -4.798 -2.105 -0.125 0.077 0.042
H 7.815 -4.353 0.065 -0.001 0.013 0.023
C -5.074 3.554 0.563 0.069 -0.030 -0.032
H -0.473 -3.610 -2.907 0.047 0.010 -0.040
O -2.722 8.549 -1.171 -0.015 -0.096 -0.109
H 5.212 0.227 0.827 -0.123 -0.023 0.080
H -4.370 -2.966 -0.459 -0.096 0.008 0.148
H -7.591 5.843 4.673 -0.042 -0.038 0.000
H -2.119 -2.129 -0.927 -0.071 0.155 -0.083
C 5.984 -4.843 1.149 0.088 0.257 0.094
C 1.630 -3.823 -2.577 0.192 0.142 -0.087
H 4.227 -3.598 1.223 0.021 0.123 -0.025
H 1.210 -4.981 4.712 -0.014 0.022 0.004
O -1.413 -4.335 0.183 0.097 0.218 -0.183
H 3.986 -3.696 4.490 0.001 0.019 -0.010
H -3.092 2.933 2.119 0.011 -0.018 -0.029
H -6.871 5.971 1.702 -0.048 0.026 -0.033
O 3.430 1.469 -5.550 0.012 0.050 -0.065
C 2.124 -4.565 5.145 0.025 -0.054 -0.012
H 2.592 -5.343 5.746 0.003 0.012 0.012
H 5.057 -2.351 -1.028 -0.063 -0.032 -0.017
H 0.985 -0.876 -1.442 -0.064 0.034 0.002
C 7.495 -4.636 1.071 -0.040 -0.119 -0.098
H -5.535 1.661 1.494 0.009 -0.016 0.018
H -3.819 7.190 -2.288 -0.040 0.034 -0.064
H 4.450 -0.326 -5.743 0.032 -0.011 0.038
H -2.046 -1.708 1.979 0.003 0.092 -0.053
H -2.557 0.131 0.334 0.056 -0.098 0.034
H -8.328 6.686 2.422 -0.013 -0.014 0.029
H -3.836 -3.061 1.246 -0.005 -0.021 -0.015
H 6.120 2.568 -0.168 0.034 -0.009 0.024
H 0.383 3.528 -0.780 0.020 0.044 -0.046
C -4.967 2.569 1.710 0.014 0.109 -0.002
H -5.729 -1.843 3.164 -0.036 -0.081 0.010
C 0.346 -3.010 -2.504 0.059 -0.096 0.051
C -3.761 -0.293 -1.400 0.310 -0.223 -0.070
H -2.407 7.860 -0.575 0.073 0.106 0.041
H 6.126 2.997 1.536 -0.143 0.062 -0.122
C -3.256 -0.632 -0.009 -0.484 0.429 -0.075
H -0.779 5.732 -1.145 -0.035 -0.011 -0.064
C 3.072 -4.098 4.056 -0.057 -0.049 -0.046
H -6.111 3.848 0.396 -0.003 0.005 0.009
C 4.931 1.256 1.077 -0.045 0.144 -0.117
N 0.425 -1.750 -3.264 -0.632 -0.141 0.353
O -3.615 2.146 1.922 0.044 -0.156 -0.080
H -0.474 5.010 1.048 -0.029 0.055 0.000
H -4.239 -5.378 1.137 0.124 -0.016 0.092
H -4.682 3.119 -0.360 -0.023 -0.003 -0.007
C -7.292 6.406 2.611 0.128 -0.041 -0.060
C 2.457 1.237 -1.954 -0.040 -0.119 -0.243
C 3.482 0.734 -0.945 -0.128 0.059 0.030
H 2.706 -5.540 2.792 0.040 -0.066 0.035
O -5.812 5.039 3.975 -0.018 -0.003 -0.047
H 1.865 0.621 -3.948 0.063 -0.140 -0.020
H 3.373 -2.576 -2.713 -0.055 0.218 0.141
H 0.029 -3.498 1.290 -0.010 -0.041 -0.006
S -0.676 -1.142 -5.607 -0.003 0.159 0.042
H 2.607 -3.301 3.461 0.037 0.050 0.024
C -4.112 -2.291 4.527 0.029 0.068 -0.052
H -5.315 5.836 4.189 0.009 -0.048 0.023
C -7.171 5.421 3.755 0.073 0.087 0.031
C -0.722 -1.512 -4.047 0.390 0.030 -0.138
H 1.845 -4.012 -3.633 -0.055 -0.116 0.028
H -3.361 -1.703 3.988 0.019 -0.026 0.001
C -1.308 4.874 -0.717 0.078 0.079 0.048
C -2.558 -0.124 -2.339 -0.006 0.152 -0.042
H -4.549 7.061 0.092 -0.066 -0.028 0.010
H 5.170 0.910 -4.706 -0.004 -0.007 0.008
C 4.656 0.747 -5.653 -0.045 -0.040 -0.041
C -3.513 -5.622 0.359 -0.145 0.020 -0.002
C 6.154 2.151 0.843 0.163 -0.033 0.143
H 7.806 -3.843 1.755 0.014 -0.031 -0.008
H 1.844 -3.739 5.800 -0.002 0.008 -0.002
H -4.064 -6.118 -0.440 0.023 -0.008 0.011
H -5.366 3.012 2.625 -0.025 -0.011 -0.003
H 6.452 0.670 -6.851 -0.002 -0.013 0.000
H -1.189 2.730 -0.719 -0.016 -0.002 -0.024
H 4.138 -4.823 -2.121 -0.036 -0.078 0.079
H 7.712 0.790 0.184 0.018 0.005 0.030
C 3.700 1.661 0.245 0.196 -0.006 -0.018
H 4.440 0.585 -1.457 -0.040 -0.038 -0.018
C 3.842 -4.124 -1.332 0.100 0.115 -0.272
H 0.046 0.185 -2.507 -0.049 -0.016 0.117
C -5.502 -1.753 4.237 0.075 0.145 -0.078
H 2.832 2.123 -2.473 0.033 0.016 0.100
C 2.079 0.161 -2.984 -0.053 0.151 0.208
H -4.328 8.878 -2.363 0.040 0.047 0.025
H 2.518 -2.442 -1.163 0.100 0.057 -0.019
H 1.533 1.535 -1.439 0.125 0.157 0.090
H -2.792 -4.427 -1.272 0.194 -0.023 0.029
C 0.839 -0.562 -2.481 0.356 0.013 -0.386
O -5.660 -0.408 4.651 0.008 -0.015 -0.002
H -0.742 -1.332 0.869 -0.026 -0.083 -0.297
H -0.629 3.484 -2.230 0.021 0.021 -0.002
H -6.728 7.316 2.832 -0.055 0.036 0.000
H -1.409 -3.882 2.219 -0.139 -0.020 -0.088
C 2.847 -3.140 -1.941 -0.113 -0.314 0.012
H -5.918 7.483 -0.948 0.012 0.004 -0.034
H 2.939 1.340 -6.369 0.032 0.030 0.003
C -3.968 8.099 -1.693 0.049 -0.133 0.161
H -4.022 -3.337 4.222 -0.003 -0.006 0.008
H -7.707 4.498 3.537 0.004 -0.009 0.011
C -3.517 -3.101 0.204 0.121 0.022 -0.352
H 7.382 0.722 1.906 0.100 0.104 0.056
H 3.170 -0.255 -0.583 0.100 0.002 0.028
O 3.488 -5.160 3.206 -0.133 0.029 0.047
H 5.758 -2.713 1.172 -0.092 0.007 0.067
C 5.220 -3.572 0.760 0.098 -0.027 -0.098
H 3.849 2.676 -0.139 -0.099 0.028 0.111
H 5.686 -5.665 0.490 -0.049 -0.037 0.093
H -2.792 -6.334 0.756 0.017 0.046 -0.015
C -1.060 -3.492 1.257 0.106 -0.024 0.117
H -1.672 0.058 -1.734 0.024 0.075 -0.034
```
Positions in Å, forces in eV/Å.

Values from the calculation:
Net charge   +1
E_tot   -3049.22763 hartree
Orbital gap   0.2967 hartree

---

Entry 2:
C3H13N2O | ωB97M-V/def2-TZVPD

```
19
Properties=species:S:1:pos:R:3:forces:R:3
H 0.465 -0.301 2.450 -0.150 -0.020 0.015
C -1.223 -0.259 -0.477 0.265 -0.216 0.017
H 1.965 0.560 2.766 0.012 -0.022 -0.058
N 1.992 -0.701 1.024 -0.055 0.225 0.189
H 2.361 0.135 0.584 0.012 0.051 0.003
H -0.530 -2.223 -0.189 -0.079 0.006 -0.007
H 0.119 1.393 -0.705 0.072 -0.017 -0.154
H -1.427 0.001 0.557 -0.070 -0.088 0.060
H 1.868 -1.156 3.087 -0.052 -0.192 0.091
H -2.120 -0.658 -0.942 -0.120 -0.075 0.024
H -0.412 0.674 -2.245 0.065 -0.017 -0.069
H 0.706 -1.093 0.141 0.227 -0.016 -0.280
H 2.783 -1.332 1.075 -0.032 -0.136 -0.119
H 0.142 -1.458 -1.469 0.183 -0.056 0.046
O -1.712 1.956 -1.256 -0.071 0.019 0.110
C -0.730 0.957 -1.236 -0.085 0.254 0.102
H -2.514 1.641 -1.689 0.071 0.049 -0.094
N -0.163 -1.327 -0.506 -0.380 0.012 0.166
C 1.547 -0.379 2.406 0.188 0.238 -0.040
```
Positions in Å, forces in eV/Å.

Values from the calculation:
Net charge   +1
Energy above the lowest of the compared OMol25 structures with the same formula, charge and spin   21.9 kcal per mole
E_tot   -306.60085 hartree
Orbital gap   0.4207 hartree

---

- Look up the net charge of the first one.
  +1